Density functional theory data (ωB97M-V/def2-TZVPD) for a cluster of 2 separate species, C12H15FOS in total at a distorted geometry.

The calculation puts the electronic energy at -1039.41324 Eh. The gap between HOMO and LUMO (spin up / spin down) is 7.64 / 7.64 eV. The value obtained for the HOMO energy (spin up / spin down) is -0.3010 / -0.3009 hartree.

```
! RIJCOSX wB97M-V def2-TZVPD def2/J DEFGRID3
* xyz 0 1
C -2.466 -1.485 0.662
C -2.349 0.320 -0.924
C -1.164 -1.858 0.276
C -1.155 -0.155 -1.374
C -3.011 -0.308 0.153
C -0.429 -1.208 -0.720
C 0.961 1.171 0.600
C 0.994 -1.364 -0.840
C -4.325 0.182 0.622
C 3.315 0.423 0.970
C 2.767 1.977 -0.951
C 2.251 1.193 0.242
O 1.377 -2.985 1.148
F 1.587 -0.939 -1.955
S 2.029 -2.393 -0.005
H -2.935 -1.881 1.551
H -2.904 1.228 -1.489
H -0.720 -2.776 0.725
H -0.619 0.415 -2.280
H 0.760 0.796 1.549
H -5.077 -0.276 0.108
H -4.512 0.012 1.766
H -4.382 1.302 0.433
H 4.068 1.211 1.309
H 3.990 -0.260 0.419
H 2.970 -0.126 1.862
H 2.687 3.004 -0.868
H 3.845 1.655 -1.022
H 2.222 1.485 -1.809
H 0.227 1.639 -0.156
*
```

Results of the natural (NBO) charge analysis, in e, for atoms 1 through 5: C -0.2261; C -0.2292; C -0.1353; C -0.1613; C 0.0112